19
Properties=species:S:1:pos:R:3:forces:R:3 method="wB97M-V/def2-TZVPD" total_charge=+1 e_tot_ha=-344.29682 homo_lumo_gap_ev=8.75
C 0.8399 -3.0886 -0.0838 -1.04 2.23 0.04
C 0.7883 -1.8712 -0.0363 0.59 -2.04 -1.27
C -0.7344 0.2288 0.3953 1.11 0.86 1.40
C -3.1059 -0.2152 0.0840 -0.79 -0.83 -0.79
C 2.8692 1.1826 -0.1753 1.26 -2.22 2.39
C 1.2008 -0.5539 -0.3956 -0.85 -0.52 2.62
N -1.7535 0.1500 -0.3654 -0.08 0.12 -0.94
N 2.2598 -0.1273 0.2117 1.61 0.46 1.50
H 0.5235 -4.0775 -0.2539 0.24 -0.85 0.25
H -0.9235 0.3211 1.5196 -0.17 -0.80 -1.37
H -3.4685 -1.1120 -0.4691 0.53 0.51 0.36
H -3.8039 0.5547 -0.1437 -0.48 0.83 -0.26
H -3.1904 -0.4190 1.1529 0.66 0.08 -0.16
H 3.6933 0.8189 -0.8170 0.12 1.31 0.48
H 2.1184 1.6447 -0.7300 -0.92 1.32 -0.88
H 3.1169 1.7263 0.8147 -0.04 -0.65 -2.07
H 0.8462 -0.0176 -1.2101 -0.18 0.24 -1.72
H 2.6682 -0.6707 1.0207 -0.80 0.90 -1.46
H -1.5709 0.3525 -1.4059 -0.78 -0.94 1.90